Record 1
Molecular formula: C16H20F13NO9S5
Method: DFT, wB97M-V/def2-TZVPD

As for the total energy: -4642.4780 hartree. As for the orbital gap: 0.18791 hartree. Its maximum force is 3.8 eV Å⁻¹. The calculation puts the LUMO energy at -3.2982 eV.

Cartesian coordinates (Å):
C 5.2164 1.4846 3.1265
C 5.0418 0.1134 2.2652
C 3.9387 0.2856 1.1189
O 4.6228 0.1998 -0.1976
C 4.4679 1.4268 -0.8936
O 5.1774 2.4059 -0.6295
C 3.3943 1.6050 -2.0710
S 1.9931 2.6570 -1.4691
S 0.4293 1.3562 -0.8203
C 0.9329 -0.4208 -0.9880
C 0.2690 -1.4109 0.0911
C -0.1596 -2.8318 -0.5693
C 1.1890 -3.5491 -1.0458
O 1.4111 -3.1862 -2.4482
C 0.1894 1.8415 0.9785
F 0.6779 3.1660 1.0921
F 0.9055 1.0553 1.8939
C -1.3880 1.8996 1.2312
F -2.0499 1.0413 0.3312
F -1.7908 3.2148 0.8801
C -1.8528 1.5784 2.7246
F -2.1078 0.2081 2.8635
F -3.1059 2.2167 2.8919
F -1.0239 2.1033 3.7118
O 4.8907 -1.0648 3.0937
C 3.6167 -1.1360 3.7020
O 3.1617 -0.3551 4.5486
C 2.6751 -2.3886 3.2980
S 3.4886 -3.5470 2.0969
H 6.0519 2.1353 2.6836
H 4.2095 2.0156 3.1048
H 5.5015 1.1571 4.1896
H 6.0476 -0.0108 1.7215
H 3.4627 1.3299 1.1538
H 3.1334 -0.5167 1.0972
H 3.8908 2.1754 -2.9243
H 3.0451 0.5960 -2.4669
H 2.0571 -0.5916 -0.9777
H 0.5528 -0.7715 -2.0188
H -0.5775 -0.9532 0.6949
H 1.1070 -1.6724 0.8375
H -0.6148 -3.4516 0.2659
H -0.8424 -2.6632 -1.4598
H 1.0951 -4.6788 -0.9583
H 2.1049 -3.1889 -0.4684
H 2.2904 -2.7567 -2.5001
H 1.6402 -2.0426 2.9569
H 2.5108 -2.9887 4.2623
H 3.8931 -2.8614 0.9632
C -7.7997 2.7379 -3.1353
F -8.1918 3.7150 -3.9731
F -7.3365 3.3484 -2.0217
F -8.9175 2.0802 -2.7609
S -6.5585 1.6259 -3.8829
O -5.4366 2.4936 -4.1931
O -7.2300 1.0593 -5.0361
N -6.3754 0.6636 -2.6327
S -5.3324 -0.5013 -2.8950
O -3.9377 -0.1034 -3.0023
O -5.7452 -1.5360 -3.8225
C -5.4494 -1.2904 -1.2518
F -6.7002 -1.7120 -0.9752
F -5.1129 -0.4447 -0.2500
F -4.6461 -2.3665 -1.1314

Here are the Mulliken charges for atoms 1 to 5, given in e:
1. C -1.11
2. C 0.04
3. C 1.14
4. O -0.41
5. C 0.58

---

Record 2
Molecular formula: C16H20F5MoN8O4S
Method: DFT, wB97M-V/def2-TZVPD

As for the total energy: -2326.1226 hartree. As for the orbital gap (spin up / spin down): 0.29128 / 0.24280 hartree. The total charge is +1. Its energy above the lowest of the compared OMol25 structures with the same formula, charge and spin is 0.0806 eV. Its maximum force is 1.7 eV Å⁻¹. The calculation puts the LUMO energy (spin up / spin down) at -3.4080 / -4.8472 eV. Its spin multiplicity is 3.

Cartesian coordinates (Å):
Mo 0.3681 0.4765 1.1860
N 1.6299 0.6110 3.0886
N 2.3390 -0.6115 3.1240
C 1.9064 -1.6872 2.3459
O 2.3591 -2.7824 2.4869
O 0.9835 -1.3307 1.4410
H 2.3070 1.3642 3.0366
H 1.0792 0.7282 3.9335
H 2.8702 -0.8295 3.9502
F -5.4660 -4.2227 2.3467
C -4.5504 -3.2687 2.4169
C -3.5074 -3.2407 1.5157
F -3.4153 -4.1715 0.5687
C -2.5609 -2.2424 1.5984
F -1.5758 -2.2623 0.6949
C -2.6100 -1.2507 2.5622
S -1.4452 0.0605 2.7853
C -3.6711 -1.3067 3.4579
F -3.7811 -0.3825 4.4098
C -4.6324 -2.2951 3.3920
F -5.6344 -2.3140 4.2608
C -0.3899 4.9045 0.9431
C 0.1068 3.5076 0.8930
N -0.5851 2.4912 1.2832
O -1.8346 2.8165 1.7036
C 1.4440 3.1200 0.3668
C 2.4946 4.0146 -0.1773
N 1.5279 1.8517 0.4541
O 2.3638 0.9074 0.2024
H -0.9442 5.0693 1.8646
H -1.0868 5.0792 0.1181
H 0.4304 5.6156 0.8649
H -2.1428 1.9743 2.1202
H 2.0489 4.7908 -0.7980
H 3.2012 3.4413 -0.7735
H 3.0417 4.5017 0.6329
C 1.9712 -0.4458 -4.7409
C 1.3199 -1.7782 -4.3774
C 2.1427 -2.5375 -3.3391
C -0.1317 -1.5962 -3.9326
N -0.2450 -0.7459 -2.7333
C -0.1074 -1.0723 -1.4647
N -0.2537 0.0306 -0.7623
N -0.4607 1.0528 -1.6470
N -0.4657 0.5851 -2.8312
H 2.9433 -0.6174 -5.2047
H 2.1371 0.1687 -3.8505
H 1.3594 0.1283 -5.4408
H 1.2510 -2.3913 -5.2794
H 2.2945 -1.9423 -2.4324
H 3.1331 -2.7631 -3.7356
H 1.6752 -3.4870 -3.0612
H -0.5908 -2.5523 -3.6919
H -0.7176 -1.1055 -4.7041
H 0.0771 -2.0583 -1.0710

Here are the Mulliken charges for atoms 1 to 5, given in e:
1. Mo 0.03
2. N -0.42
3. N -0.15
4. C 0.50
5. O -0.60

---

Record 3
Molecular formula: C16H20FNO4
Method: DFT, wB97M-V/def2-TZVPD

As for the total energy: -1076.8934 hartree. As for the orbital gap: 0.29137 hartree. Its energy above the lowest of the compared OMol25 structures with the same formula, charge and spin is 11.7944 eV. Its maximum force is 19.9 eV Å⁻¹. The calculation puts the LUMO energy at -0.6514 eV.

Cartesian coordinates (Å):
C 1.3860 2.5275 -2.1262
C 1.0345 3.6339 -1.0822
C 0.3089 3.0964 0.1160
C 1.2380 2.3490 1.0420
N 1.3297 1.2031 0.5091
C 2.6744 0.3915 0.5968
O 3.7793 0.7739 1.2346
C 2.5239 -0.9970 -0.2295
H 2.8310 -1.7538 0.5072
H 3.3307 -1.0129 -0.8800
O 1.3968 -1.5525 -0.8580
C 1.1999 -1.2924 -2.2040
O 1.9847 -0.7927 -2.6982
C -0.1776 -1.7943 -2.5204
C -1.1878 -2.1109 -1.4309
C -1.2480 -1.0859 -0.3304
O -1.1084 0.1546 -0.4656
C -1.9033 -1.4540 0.9763
C -2.7061 -2.8130 1.0979
C -3.0252 -3.0902 2.3893
C -3.0985 -2.0006 3.3216
C -2.2870 -0.9165 3.1464
C -1.9069 -0.6465 1.9054
H -1.3212 0.3316 1.7897
H -2.6254 -0.1286 3.7699
F -3.6544 -2.4180 4.6149
H -3.6067 -3.8325 2.6963
H -2.6980 -3.5695 0.2519
H -0.5150 -3.0209 -0.8142
H -2.0252 -2.5362 -1.7190
H -0.1264 -2.5273 -3.3588
H -0.6843 -0.7198 -3.0280
H 0.6480 0.5773 -0.0360
H 0.8239 2.3776 2.0545
H 2.3222 2.8202 1.1683
H -0.4747 2.4965 -0.2606
H 0.0036 4.1674 0.6092
H 2.2970 4.0064 -0.7892
H 0.5511 4.4482 -1.6557
H 2.2562 1.7974 -1.9634
H 1.7618 2.9584 -2.9629
H 0.6984 1.9551 -2.3839

Here are the Mulliken charges for atoms 1 to 5, given in e:
1. C -1.61
2. C -0.43
3. C -0.39
4. C -0.77
5. N 0.58

---

Record 4
Molecular formula: C16H20HgN4
Method: DFT, wB97M-V/def2-TZVPD

As for the total energy: -993.3632 hartree. As for the orbital gap: 0.22229 hartree. The total charge is +2. Its energy above the lowest of the compared OMol25 structures with the same formula, charge and spin is 0.5175 eV. Its maximum force is 5.9 eV Å⁻¹. The calculation puts the LUMO energy at -8.5503 eV.

Cartesian coordinates (Å):
Hg -0.2593 -0.1213 -0.1384
N -2.5463 -1.8323 0.4396
C -2.1593 -2.4003 -0.7554
C -0.8543 -2.7813 -0.4774
C -0.3673 -2.4213 0.8426
C -1.6363 -1.9063 1.4966
H -3.5463 -1.5733 0.4886
H -2.7773 -2.3713 -1.6784
H -0.2343 -3.3993 -1.1494
H 0.4857 -2.8023 1.3046
H -1.8253 -1.4873 2.5256
N -1.9393 1.6327 0.4286
C -2.5683 1.0887 -0.7114
C -1.7273 1.5757 -1.8774
C -0.7923 2.4887 -1.3324
C -0.8833 2.4057 0.0286
H -2.4333 1.7877 1.3716
H -3.5123 0.5457 -0.7784
H -1.8583 1.4107 -2.9494
H -0.0373 3.0707 -1.8884
H -0.3973 3.0127 0.7466
N 1.7177 1.9287 1.8956
C 0.5607 1.6647 2.6376
C 0.5037 0.1787 2.8056
C 1.6147 -0.3193 2.1136
C 2.3917 0.7477 1.7326
H 2.0917 2.8017 1.5816
H -0.0863 2.4407 3.0376
H -0.0933 -0.4643 3.4776
H 2.0017 -1.3443 2.0966
H 3.4557 0.8187 1.3686
N 0.8567 -0.7673 -2.4464
C 1.6577 -1.5863 -1.6944
C 2.5187 -0.7973 -1.0424
C 2.3457 0.5227 -1.4354
C 1.2697 0.5427 -2.4224
H 0.2797 -1.1593 -3.1994
H 1.6077 -2.6913 -1.7814
H 3.3917 -1.0853 -0.4524
H 2.9507 1.3497 -1.1944
H 0.8347 1.2947 -3.0164

Here are the Mulliken charges for atoms 1 to 5, given in e:
1. Hg 1.88
2. N 0.04
3. C -0.57
4. C -0.53
5. C -0.57

---

> maximum force of number 3 (C16H20FNO4)?

19.9 eV Å⁻¹

---

> Which value of maximum force does entry 2 give?

1.7 eV Å⁻¹